1.
DFT (the ωB97M-V functional and the def2-TZVPD basis) results for C5H5NO2 in the gas phase in a non-equilibrium geometry.

```
13
Properties=species:S:1:pos:R:3:forces:R:3
C 2.173717 0.775803 0.003014 -1.76 -0.23 -0.31
C 1.357554 -0.481964 -0.004268 -1.50 -0.84 1.08
O 1.752819 -1.629004 0.053668 0.52 0.92 -0.27
C -0.131496 -0.317424 -0.001452 -3.21 4.28 0.00
N -0.857883 0.881691 0.026534 1.97 -2.68 0.04
C -2.191990 0.494382 0.061735 0.41 0.47 -0.73
C -2.274549 -0.829251 0.013072 1.86 -4.14 -0.01
O -0.943786 -1.349123 -0.010380 -1.08 0.12 0.07
H 1.824815 1.337305 -0.868590 0.33 0.31 0.26
H 3.115137 0.377199 -0.114208 2.54 -0.21 -0.42
H 2.120151 1.367544 0.919424 -0.35 -0.17 -0.17
H -3.056436 1.137502 -0.055484 0.48 0.32 0.38
H -2.888050 -1.764662 -0.023065 -0.21 1.84 0.09
```
Forces are in eV/Å.

Results
total energy = -398.7171 Ha
HOMO level = -9.728 eV
largest force on an atom = 5.352 eV/A
frontier orbital gap = 9.67 eV
multiplicity = 1
relative energy (zero: lowest compared OMol25 entry of this formula, charge and spin) = 38.53 kcal/mol
total charge = 0

Want to see where the charge sits? The Mulliken charges in e are:
1 C -1.095
2 C 0.658
3 O -0.549
4 C 0.480
5 N -0.520
6 C -0.330
7 C -0.060
8 O -0.280
9 H 0.300
10 H 0.389
11 H 0.291
12 H 0.356
13 H 0.361

=====

2.
DFT (the ωB97M-V functional and the def2-TZVPD basis) results for C11H11N3 in the gas phase in a non-equilibrium geometry.

```
25
Properties=species:S:1:pos:R:3:forces:R:3
C -0.699131 -2.270931 1.383300 -0.07 1.53 -1.16
C 0.318330 -1.109074 1.554931 2.52 -3.78 -2.51
N 1.749571 -1.978894 1.978636 -4.12 1.40 0.75
N 2.687256 -1.906375 1.269456 2.97 -0.86 0.25
C 2.828184 -1.166167 0.086930 -0.17 3.53 -1.20
C 1.713433 -0.200754 -0.306095 0.96 -1.70 1.68
C 1.736404 0.740549 -1.267134 -4.34 0.04 2.31
C 0.389333 1.328950 -1.093739 0.60 1.45 -0.75
C -0.213158 2.452423 -1.686276 0.51 -1.91 0.23
C -1.488470 2.766250 -1.311441 -0.58 3.81 -3.79
C -2.175273 2.074417 -0.386748 -2.62 -0.08 2.23
C -1.571315 1.045664 0.305824 -1.95 -1.75 1.23
C -0.302392 0.678631 -0.051138 0.06 1.44 -1.22
N 0.506858 -0.264486 0.424816 2.89 -1.24 -0.44
H -1.282137 -2.219266 0.430273 0.82 0.09 0.50
H -1.395031 -1.976598 2.117365 -1.28 -0.74 1.16
H -0.301305 -3.275644 1.498607 0.12 0.17 0.30
H 0.204277 -0.528037 2.375952 -0.78 1.50 2.74
H 2.835099 -1.871037 -0.672586 0.48 -1.67 -1.55
H 3.821854 -0.600534 0.022369 -1.28 -1.04 0.51
H 2.289351 0.831648 -2.120643 1.86 0.41 -1.57
H 0.260347 2.912220 -2.516489 0.38 0.63 -0.47
H -1.981948 3.635411 -1.978550 0.87 -2.00 1.97
H -3.222205 2.406907 -0.116543 1.30 -0.65 -0.39
H -2.160282 0.351751 1.002141 0.86 1.42 -0.80
```
Forces are in eV/Å.

Results
total energy = -589.9188 Ha
HOMO level = -8.158 eV
largest force on an atom = 5.403 eV/A
frontier orbital gap = 9.01 eV
multiplicity = 1
relative energy (zero: lowest compared OMol25 entry of this formula, charge and spin) = 81.99 kcal/mol
total charge = 0

Want to see where the charge sits? The Mulliken charges in e are:
1 C -1.197
2 C -0.209
3 N -0.245
4 N -0.298
5 C -0.444
6 C 0.477
7 C -1.266
8 C 0.570
9 C -0.695
10 C -0.293
11 C -0.592
12 C -0.276
13 C 0.343
14 N 0.222
15 H 0.340
16 H 0.325
17 H 0.438
18 H 0.631
19 H 0.288
20 H 0.342
21 H 0.469
22 H 0.396
23 H 0.173
24 H 0.301
25 H 0.199

=====

3.
DFT (the ωB97M-V functional and the def2-TZVPD basis) results for a 3-piece molecular cluster, C12H19F2NO9 overall in a non-equilibrium geometry.

```
43
Properties=species:S:1:pos:R:3:forces:R:3
C -2.035551 0.932862 2.242031 -0.88 0.09 -0.79
C -2.089344 0.483474 0.632110 -0.38 -0.65 0.79
C -1.522555 -1.065541 0.512505 -0.92 0.57 -0.49
C -0.457016 -1.303743 -0.710586 -1.19 -0.25 -0.05
N 0.351380 -2.557254 -0.388659 0.41 0.83 1.41
C 1.396460 -2.302949 0.677678 -0.76 0.87 1.12
O 2.245621 -1.121256 0.442965 -2.05 -0.66 0.33
O 2.302573 -3.478678 0.773127 -2.16 0.06 3.66
C 2.153306 -4.171738 2.062443 5.59 -5.33 0.02
O 3.028322 -5.174971 2.351926 -5.89 6.81 -2.11
H -2.769524 1.858359 2.384205 1.78 -2.01 -0.17
H -2.466152 0.033620 2.895106 1.08 1.97 -1.36
H -0.943045 1.230406 2.575558 -2.32 -0.72 -0.66
H -3.234169 0.425566 0.303425 2.59 0.56 0.60
H -1.473211 1.241123 -0.043795 -1.42 -1.66 1.43
H -1.136193 -1.358925 1.577122 -0.35 0.42 -2.10
H -2.454445 -1.775513 0.283482 2.03 1.45 0.62
H 0.195417 -0.370385 -0.988982 -1.19 -2.04 0.80
H -1.076815 -1.570997 -1.691563 1.40 0.74 2.17
H -0.360221 -3.204423 0.064245 1.35 0.81 -0.78
H 0.881231 -2.170119 1.734120 1.07 -0.21 -1.91
H 1.745736 -0.259037 0.646059 0.78 -2.22 -0.38
H 1.327630 -3.975501 2.871089 1.31 0.29 -2.04
O 0.291710 5.015245 -0.080487 -1.51 0.02 2.71
C -0.283093 5.026901 0.995307 1.46 0.29 -3.25
O -0.847106 6.142146 1.551717 0.56 -0.75 -0.45
C -1.518389 5.710442 2.718319 -0.64 0.97 0.54
C -0.804434 4.445488 3.052774 -0.22 -0.67 0.40
F -1.639766 3.562052 3.643897 0.07 -0.04 0.35
O -0.434971 3.932606 1.792880 0.25 0.78 -0.08
H -2.577548 5.551379 2.489693 0.13 -0.24 0.11
H -1.439444 6.455600 3.514498 0.08 -0.02 -0.26
H 0.089384 4.584354 3.670287 -0.13 -0.16 0.04
O 0.549360 0.094489 -3.203868 0.98 -2.21 -1.56
C 0.977672 -0.886259 -3.789146 -1.32 2.26 1.49
O 0.533432 -2.162275 -3.574891 0.31 1.16 -0.11
C 1.180167 -2.976327 -4.532495 -0.39 -1.24 0.08
C 2.395229 -2.180038 -4.866028 0.52 0.02 -0.63
F 2.764639 -2.379286 -6.151135 0.26 -0.03 -0.18
O 1.962153 -0.845530 -4.730322 -0.41 -0.26 0.82
H 0.518298 -3.119856 -5.393144 0.26 0.13 -0.07
H 1.426744 -3.955203 -4.112505 -0.13 0.24 0.12
H 3.246529 -2.360302 -4.200960 0.01 0.03 -0.20
```
Forces are in eV/Å.

Results
total energy = -1400.1492 Ha
HOMO level = -9.414 eV
largest force on an atom = 9.246 eV/A
frontier orbital gap = 9.83 eV
multiplicity = 1
total charge = 0

Want to see where the charge sits? The Mulliken charges in e are:
1 C -0.874
2 C -0.304
3 C -0.317
4 C -0.474
5 N -0.241
6 C 0.367
7 O -0.576
8 O -0.302
9 C 0.270
10 O -0.492
11 H 0.237
12 H 0.345
13 H 0.152
14 H 0.269
15 H 0.232
16 H 0.110
17 H 0.264
18 H 0.236
19 H 0.168
20 H 0.306
21 H 0.048
22 H 0.352
23 H 0.271
24 O -0.526
25 C 0.599
26 O -0.309
27 C -0.450
28 C 0.317
29 F -0.270
30 O -0.207
31 H 0.286
32 H 0.281
33 H 0.268
34 O -0.540
35 C 0.667
36 O -0.255
37 C -0.442
38 C 0.300
39 F -0.294
40 O -0.310
41 H 0.267
42 H 0.277
43 H 0.294

=====

4.
DFT (the ωB97M-V functional and the def2-TZVPD basis) results for C22H26N6O7PtS as an isolated structure.

```
63
Properties=species:S:1:pos:R:3:forces:R:3
Pt -0.015777 0.983431 -0.641611 -0.06 0.72 0.49
O 2.057285 -1.789469 -1.677120 0.00 0.16 -0.01
S 1.928433 -0.374218 -1.930320 -0.61 -0.22 -0.23
O 2.814464 0.186341 -2.897695 -0.05 0.11 0.11
O 1.928935 0.408127 -0.594267 0.02 -0.02 -0.22
O 0.409126 -0.062542 -2.322156 0.69 -0.39 0.31
O 1.207148 -6.637381 2.490972 -0.05 0.01 -0.03
C 0.497699 -5.783630 3.260102 0.23 0.07 0.10
O -0.126678 -6.206388 4.193194 -0.09 -0.01 -0.07
C 0.552200 -4.327508 2.905483 -0.08 -0.07 -0.01
C 1.197060 -3.823343 1.779041 -0.01 0.01 -0.06
C 1.128291 -2.477962 1.466571 0.12 -0.06 -0.20
C 0.431662 -1.615580 2.300572 0.05 0.23 0.07
C -0.197718 -2.102898 3.441935 -0.08 0.09 0.07
C -0.139820 -3.451801 3.736119 0.03 -0.02 0.04
N 0.344630 -0.267624 1.898959 -0.01 -0.10 -0.07
C 0.415738 0.675401 2.726894 -0.03 0.27 -0.20
C 0.287390 2.094445 2.275085 0.06 -0.64 0.04
C 0.402695 3.101249 3.213315 0.00 0.17 0.13
C 0.296507 4.426068 2.820420 0.00 -0.06 0.01
C 0.067618 4.700634 1.485953 -0.01 -0.09 -0.04
C -0.049626 3.640470 0.600142 -0.02 0.15 0.09
N 0.065353 2.367637 0.979836 -0.04 -0.28 -0.13
H 1.687902 -6.161848 1.803703 -0.02 -0.01 0.03
H 1.742554 -4.460266 1.091061 -0.01 0.01 -0.01
H 1.590071 -2.089977 0.565063 -0.02 -0.04 0.03
H -0.784335 -1.432522 4.057893 0.01 0.00 0.00
H -0.642626 -3.856948 4.604248 -0.01 0.00 -0.01
H 0.589905 0.523430 3.798266 -0.01 0.07 -0.05
H 0.574291 2.834610 4.247553 0.00 0.01 0.00
H 0.388992 5.224383 3.544349 0.00 0.00 0.00
H -0.022242 5.713153 1.121210 -0.01 0.00 -0.01
H -0.249608 3.809392 -0.447357 0.01 -0.01 0.01
C -3.473906 -3.188564 2.613660 -0.01 0.02 0.00
N -2.696574 -3.168478 1.385783 0.00 -0.03 -0.09
C -2.381409 -4.308593 0.728309 -0.03 0.02 0.14
C -1.718339 -4.282835 -0.441741 0.06 0.03 -0.09
C -1.363644 -2.988700 -0.945108 0.06 0.03 -0.07
N -1.624162 -1.869069 -0.296232 -0.24 -0.14 0.24
C -2.312393 -1.907559 0.877713 0.08 -0.15 0.00
O -2.614900 -0.917393 1.527986 -0.04 0.15 0.03
N -0.765612 -2.876152 -2.143676 0.11 -0.03 -0.02
H -3.804048 -4.207935 2.799821 0.01 -0.01 0.02
H -4.333651 -2.530039 2.510273 -0.01 -0.01 0.02
H -2.875953 -2.838033 3.453862 -0.02 0.00 -0.03
H -2.690947 -5.232502 1.200187 -0.02 0.01 0.00
H -1.479147 -5.192463 -0.970657 0.01 0.02 -0.02
H -0.318528 -3.686857 -2.534836 -0.01 0.01 -0.01
H -0.334869 -1.980018 -2.350059 0.00 0.00 0.01
C -3.954091 1.139439 -0.915316 0.07 -0.01 -0.05
C -2.697454 1.371589 -1.790296 -0.07 0.00 0.17
C -2.887235 2.680165 -2.586001 0.10 0.07 0.02
C -2.481828 0.197544 -2.731304 -0.03 -0.09 -0.03
N -1.679602 1.689104 -0.840881 0.03 -0.12 -0.33
H -4.812983 1.053538 -1.583113 0.00 -0.02 0.02
H -4.108023 1.969761 -0.228045 -0.01 0.03 -0.02
H -3.841460 0.226380 -0.334207 0.00 -0.01 0.02
H -3.733214 2.551444 -3.260306 -0.03 -0.01 -0.01
H -2.000571 2.895469 -3.184181 0.00 0.00 0.01
H -3.084259 3.518263 -1.917787 -0.01 -0.01 -0.01
H -3.357023 0.100042 -3.375715 -0.02 0.00 -0.03
H -2.366140 -0.725590 -2.163824 0.02 0.13 -0.05
H -1.603137 0.338654 -3.356643 -0.01 0.03 -0.02
```
Forces are in eV/Å.

Results
total energy = -2226.6700 Ha
HOMO level (spin up / spin down) = -8.848 / -8.848 eV
largest force on an atom = 0.869 eV/A
frontier orbital gap (spin up / spin down) = 7.46 / 7.46 eV
multiplicity = 1
relative energy (zero: lowest compared OMol25 entry of this formula, charge and spin) = 41.39 kcal/mol
total charge = 0

Want to see where the charge sits? The Mulliken charges in e are:
1 Pt 1.700
2 O -0.621
3 S 1.004
4 O -0.621
5 O -0.774
6 O -0.670
7 O -0.512
8 C 0.601
9 O -0.580
10 C 1.300
11 C -0.846
12 C -0.736
13 C -0.295
14 C -0.117
15 C -1.058
16 N 0.423
17 C -0.901
18 C 0.950
19 C -0.962
20 C -0.295
21 C -0.899
22 C 0.150
23 N -0.149
24 H 0.288
25 H 0.226
26 H 0.453
27 H 0.474
28 H 0.483
29 H 0.386
30 H 0.427
31 H 0.431
32 H 0.409
33 H 0.449
34 C -0.931
35 N 0.445
36 C -0.097
37 C -1.288
38 C 1.043
39 N 0.354
40 C -0.553
41 O -0.674
42 N -0.346
43 H 0.310
44 H 0.284
45 H 0.262
46 H 0.350
47 H 0.422
48 H 0.288
49 H 0.042
50 C -1.439
51 C 1.694
52 C -1.902
53 C -1.449
54 N -0.147
55 H 0.417
56 H 0.403
57 H 0.148
58 H 0.441
59 H 0.389
60 H 0.419
61 H 0.508
62 H 0.129
63 H 0.359